No. 1
ORCA calculation (ωB97M-V/def2-TZVPD) on a cluster of 2 separate species, C7H15P in total in a non-equilibrium geometry.

```
23
Properties=species:S:1:pos:R:3:lowdin_charge:R:1
C 1.04 -0.92 2.11 0.032
C 0.00 -0.52 1.41 -0.458
C -1.36 -0.13 2.05 -0.092
C 0.09 2.60 -0.11 0.072
C 1.53 -0.55 -0.74 -0.109
C -0.74 -0.54 -2.70 -0.337
C 0.23 -0.28 0.02 -0.455
P -1.34 -0.26 -0.95 0.885
H 2.06 -1.17 1.62 0.087
H 1.08 -1.13 3.17 0.053
H -1.59 0.78 1.44 0.037
H -1.18 0.14 3.19 0.119
H -2.12 -0.89 1.95 0.054
H 0.08 2.14 0.92 0.004
H -0.78 2.84 -0.66 -0.030
H 0.90 3.28 -0.30 -0.015
H 1.61 -0.38 -1.72 0.008
H 1.74 -1.62 -0.59 0.091
H 2.35 -0.12 -0.17 0.075
H -0.32 -1.49 -2.83 0.013
H -0.05 0.23 -2.86 0.003
H -1.54 -0.41 -3.43 0.030
H -1.66 -1.58 -0.80 -0.068
```

The charge is 0. The highest occupied orbital energy (alpha / beta) is -8.5 / -7.2 eV. The LUMO energy (alpha / beta) is -0.05 / 0.14 eV. The calculation puts the relative energy (zero: lowest compared OMol25 entry of this formula, charge and spin) at 361.0 kJ/mol. For the calculated total energy, the calculation gives -16785.901 eV. For the strongest force on any atom, the calculation gives 0.1108 Eh/bohr. The calculation puts the molar mass at 130.17 g/mol.


No. 2
ORCA calculation (ωB97M-V/def2-TZVPD) on an isolated molecule of C7H15P in a non-equilibrium geometry.

```
23
Properties=species:S:1:pos:R:3:lowdin_charge:R:1
C -0.75 -1.73 -2.39 -0.004
C -0.03 -0.65 -2.12 -0.204
C 0.95 -0.58 -0.97 -0.391
C 2.36 -0.24 -1.51 -0.077
C 0.37 0.47 0.12 -0.325
P -1.32 0.03 0.96 0.821
C -0.81 -1.18 2.31 -0.348
C -1.48 1.50 2.06 -0.402
H -0.38 -2.75 -2.05 0.082
H -1.54 -1.66 -3.16 0.059
H -0.47 0.26 -2.42 0.087
H 1.09 -1.51 -0.37 0.128
H 2.61 -0.96 -2.18 0.038
H 2.48 0.71 -1.92 0.060
H 3.18 -0.38 -0.80 0.081
H 0.17 1.37 -0.34 0.017
H 1.16 0.68 0.94 0.101
H -0.82 -2.22 1.97 0.011
H 0.19 -0.90 2.71 0.026
H -1.50 -1.09 3.27 0.072
H -2.46 1.44 2.63 0.028
H -0.69 1.62 2.96 0.074
H -1.41 2.50 1.43 0.064
```

The charge is 0. The highest occupied orbital energy is -8.4 eV. The LUMO energy is 1.13 eV. The calculation puts the relative energy (zero: lowest compared OMol25 entry of this formula, charge and spin) at 58.8 kJ/mol. For the calculated total energy, the calculation gives -16789.033 eV. For the strongest force on any atom, the calculation gives 0.0682 Eh/bohr. The structure (SMILES) is C=C[C@@H](C)CP(C)C. The calculation puts the molar mass at 130.17 g/mol.


No. 3
ORCA calculation (ωB97M-V/def2-TZVPD) on a structure of composition C7H16BBr6Na3O3 in a non-equilibrium geometry.

```
36
Properties=species:S:1:pos:R:3:lowdin_charge:R:1
Na 1.77 0.81 -3.25 0.533
Na -1.63 0.54 -3.16 0.565
Na 0.47 3.03 -1.18 0.533
C -0.37 2.93 -4.24 -0.931
O -0.89 3.01 -3.03 -0.237
O -0.08 3.92 -4.93 -0.034
O -0.04 1.69 -4.59 -0.232
B -0.04 0.09 -1.20 -0.393
H -0.65 -0.83 -0.69 0.001
H 0.11 -0.23 -2.33 -0.045
H -0.65 1.09 -1.10 -0.046
H 1.03 0.23 -0.63 -0.014
Br 4.15 -0.16 -1.15 0.698
C 3.53 0.21 0.67 -0.693
C 4.68 -0.03 1.61 -0.710
Br 4.23 0.58 3.39 0.641
H 2.69 -0.44 0.87 0.056
H 3.21 1.25 0.66 0.018
H 5.59 0.48 1.30 0.050
H 4.89 -1.10 1.69 0.060
Br -0.92 -5.09 1.31 0.614
C -1.79 -3.44 0.80 -0.718
C -3.27 -3.45 1.07 -0.726
Br -4.25 -4.79 0.08 0.613
H -1.57 -3.24 -0.24 0.048
H -1.32 -2.64 1.38 0.047
H -3.70 -2.48 0.83 0.014
H -3.49 -3.66 2.11 0.053
Br 0.64 2.40 2.07 0.693
C -0.89 1.16 2.07 -0.663
C -2.06 1.78 1.39 -0.685
Br -3.51 0.50 1.46 0.700
H -1.06 0.91 3.11 0.061
H -0.53 0.25 1.60 0.037
H -1.86 2.01 0.35 0.031
H -2.42 2.66 1.91 0.062
```

The charge is 0. The highest occupied orbital energy is -6.8 eV. The LUMO energy is -0.94 eV. The calculation puts the relative energy (zero: lowest compared OMol25 entry of this formula, charge and spin) at 74.0 kJ/mol. For the calculated total energy, the calculation gives -447844.128 eV. For the strongest force on any atom, the calculation gives 0.0264 Eh/bohr. The calculation puts the molar mass at 707.41 g/mol.


No. 4
ORCA calculation (ωB97M-V/def2-TZVPD) on a cluster of 2 separate species, C7H16BCl2FO5P in total.

```
33
Properties=species:S:1:pos:R:3:lowdin_charge:R:1
C -1.47 -0.21 -3.65 -0.037
C -0.71 -1.47 -4.03 -0.370
F 0.52 -1.13 -4.63 -0.046
C -0.48 -2.44 -2.89 -0.085
C 0.29 -1.90 -1.68 -0.354
C 1.65 -2.50 -1.38 -0.185
O 2.10 -1.69 -0.31 -0.085
B 1.47 -0.36 -0.55 -0.704
P 0.22 0.11 0.97 0.562
O -1.23 -0.19 0.79 -0.350
O 0.68 -0.45 2.43 -0.192
O 0.40 1.74 1.26 -0.232
O 0.60 -0.53 -1.73 -0.071
H -1.80 -0.23 -2.61 0.081
H -0.80 0.64 -3.73 0.080
H -2.33 -0.04 -4.31 0.066
H -1.26 -2.01 -4.82 0.124
H 0.01 -3.34 -3.28 0.116
H -1.48 -2.74 -2.56 0.120
H -0.32 -2.08 -0.77 0.135
H 2.30 -2.33 -2.26 0.128
H 1.66 -3.56 -1.10 0.121
H 2.25 0.57 -0.69 0.079
H 1.55 -0.09 2.68 0.055
H 0.03 2.19 0.48 0.065
Cl 1.19 1.81 5.24 0.535
C -0.17 2.49 4.32 -0.663
C -0.83 3.63 5.05 -0.663
Cl -1.70 3.10 6.53 0.507
H -0.87 1.69 4.10 0.076
H 0.23 2.85 3.37 0.053
H -1.57 4.09 4.40 0.071
H -0.10 4.37 5.36 0.061
```

The charge is -1. The highest occupied orbital energy is -4.5 eV. The LUMO energy is 2.78 eV. For the calculated total energy, the calculation gives -55489.649 eV. For the strongest force on any atom, the calculation gives 0.0121 Eh/bohr. The calculation puts the molar mass at 311.89 g/mol.


No. 5
ORCA calculation (ωB97M-V/def2-TZVPD) on a structure of composition C7H16BIMgO3 in a non-equilibrium geometry.

```
29
Properties=species:S:1:pos:R:3:lowdin_charge:R:1
C 3.17 -0.64 1.14 -0.052
C 3.05 -0.29 -0.35 -0.241
O 2.41 -1.28 -1.14 -0.116
C 1.03 -1.18 -1.31 -0.197
C 0.26 -1.97 -0.26 -0.135
O -1.12 -2.02 -0.68 -0.117
C -2.11 -1.80 0.31 -0.158
B -2.27 -0.26 0.26 -0.617
I -3.79 0.55 -1.31 1.096
O -1.62 0.66 0.97 0.037
C -0.90 1.69 0.26 -0.164
C -1.79 2.94 0.43 -0.099
H 3.02 0.24 1.76 0.073
H 4.16 -1.03 1.37 0.082
H 2.44 -1.39 1.44 0.065
H 4.04 -0.17 -0.77 0.126
H 2.55 0.68 -0.49 0.103
H 0.80 -1.61 -2.28 0.143
H 0.71 -0.13 -1.33 0.107
H 0.65 -2.98 -0.24 0.152
H 0.33 -1.52 0.73 0.120
H -1.79 -2.09 1.32 0.147
H -3.00 -2.38 0.07 0.129
H 0.13 1.81 0.59 0.154
H -0.89 1.44 -0.79 0.102
H -1.85 3.36 1.43 0.138
H -2.71 2.41 0.22 -0.085
H -1.46 3.71 -0.29 0.119
Mg -3.46 3.26 -1.05 1.087
```

The charge is +2. The highest occupied orbital energy is -14.8 eV. The LUMO energy is -10.86 eV. For the calculated total energy, the calculation gives -27864.147 eV. For the strongest force on any atom, the calculation gives 0.0272 Eh/bohr. The calculation puts the molar mass at 310.22 g/mol.


No. 6
ORCA calculation (ωB97M-V/def2-TZVPD) on the ion C7H16BN4O4 with charge +1 in a non-equilibrium geometry.

```
32
Properties=species:S:1:pos:R:3:lowdin_charge:R:1
C 4.71 -0.02 1.00 -0.091
O 4.29 0.04 -0.35 -0.171
C 3.07 -0.59 -0.58 -0.235
C 1.87 0.23 -0.07 -0.117
C 0.73 0.31 -1.10 -0.082
N -0.58 -0.03 -0.53 0.057
C -1.17 -1.22 -0.57 0.032
N -2.33 -1.13 0.06 0.073
B -3.38 -2.18 0.28 -0.614
N -4.54 -1.79 0.97 0.236
O -3.10 -3.45 -0.16 0.177
N -2.51 0.15 0.51 0.210
C -1.44 0.80 0.16 -0.185
C -1.27 2.24 0.52 -0.092
O -0.30 2.89 -0.27 -0.150
O -0.91 3.91 -1.06 0.019
H 4.15 0.67 1.63 0.086
H 5.76 0.24 1.05 0.095
H 4.58 -1.03 1.40 0.092
H 3.05 -1.57 -0.09 0.123
H 2.99 -0.75 -1.65 0.122
H 2.21 1.24 0.15 0.122
H 1.48 -0.21 0.84 0.120
H 0.66 1.29 -1.56 0.128
H 0.90 -0.41 -1.90 0.129
H -0.77 -2.11 -1.01 0.182
H -5.21 -2.54 1.08 0.105
H -4.99 -0.95 0.64 0.098
H -3.65 -3.68 -0.92 0.125
H -1.00 2.30 1.58 0.146
H -2.24 2.71 0.40 0.144
H -1.04 4.64 -0.44 0.116
```

The charge is +1. The highest occupied orbital energy is -12.6 eV. The LUMO energy is -3.39 eV. For the calculated total energy, the calculation gives -22338.500 eV. For the strongest force on any atom, the calculation gives 0.0225 Eh/bohr. The structure (SMILES) is COCCCn1c[n+](B(N)O)nc1COO. The calculation puts the molar mass at 231.04 g/mol.


Q: The highest calculated total energy belongs to which entry?
A: number 1